Density functional theory data (ωB97M-V/def2-TZVPD) for a molecular structure, C7H16Br3FO4PS.

CARTESIAN COORDINATES (ANGSTROEM)
Br (2.0044, -0.2381, -5.6005)
Br (-0.8570, -1.6486, -6.0552)
Br (1.7396, -3.4439, -5.4084)
S (2.0909, 1.7003, 3.2127)
P (-0.6464, -2.1266, 2.4562)
F (0.9614, -0.3203, -1.7554)
O (-0.9534, -1.8988, 0.7520)
O (1.6066, 1.0303, 4.5329)
O (0.9401, -1.3294, 2.4354)
O (2.0912, 3.2481, 3.4231)
C (-0.7943, 1.4755, -1.4500)
C (0.9162, 1.2912, 1.7862)
C (-2.2628, 1.9430, -0.8804)
C (0.8532, -1.7345, -5.1321)
C (0.9187, -0.2921, 1.3526)
C (-0.4051, -0.0900, -1.1582)
C (-0.4296, -0.5322, 0.4202)
H (-1.1279, -0.8374, 2.9180)
H (-2.4072, 1.8240, 0.2746)
H (-2.3624, 3.1110, -1.1020)
H (3.4320, 1.3422, 2.9372)
H (0.6427, -1.6529, -4.0607)
H (-1.2139, 0.1388, 0.9712)
H (-1.1245, -0.8335, -1.7495)
H (-0.4003, -2.5336, 3.8365)
H (-3.1670, 1.4387, -1.4384)
H (1.3061, 1.9231, 0.8604)
H (-0.8562, 1.5848, -2.6372)
H (-0.1651, 1.7133, 2.0601)
H (1.8639, -0.5672, 0.6826)
H (-0.1768, -3.4291, 2.0368)
H (0.0357, 2.2504, -1.1165)
H (-2.0528, -2.5062, 2.5960)

Its charge is -1. The HOMO energy is -4.16 eV.

Mulliken population analysis, charges in e, atoms 1 to 2:
1. Br -0.026
2. Br -0.025

---

Density functional theory data (ωB97M-V/def2-TZVPD) for a molecular structure, C7H16BrNOSi2.

CARTESIAN COORDINATES (ANGSTROEM)
Br (-1.6130, 0.2743, 1.3184)
Si (4.4413, -0.8631, 0.6910)
Si (3.3515, 1.6250, 1.6336)
O (3.4632, 0.4678, 0.4295)
N (-3.1485, -1.3142, -1.2606)
C (-5.1968, -1.7612, -1.9683)
C (-3.0528, -1.5454, -2.6039)
C (0.7674, 1.7258, 0.4942)
C (1.7165, 2.5332, 1.3673)
C (-4.4484, -1.4462, -0.8642)
C (-4.3091, -1.8245, -3.0751)
C (0.3373, 0.4174, 1.1495)
H (-4.7303, -1.3052, 0.1654)
H (0.7333, 0.2744, 2.1438)
H (1.9339, 3.4600, 0.8495)
H (5.8396, -0.5069, 0.3750)
H (0.6192, -0.4246, 0.5385)
H (-6.2607, -1.9279, -1.9808)
H (1.2555, 1.4722, -0.4378)
H (4.5014, 2.5480, 1.5386)
H (4.3205, -1.3781, 2.0656)
H (-4.5631, -2.0487, -4.0975)
H (4.0151, -1.9088, -0.2585)
H (-2.1037, -1.4914, -3.1091)
H (-2.3805, -1.0803, -0.6489)
H (3.3607, 1.0057, 2.9757)
H (-0.1142, 2.2993, 0.2357)
H (1.2646, 2.7233, 2.3337)

Its charge is 0. The HOMO energy is -8.05 eV.

Mulliken population analysis, charges in e, atoms 1 to 2:
1. Br -0.258
2. Si 0.345

---

Density functional theory data (ωB97M-V/def2-TZVPD) for a molecular structure, C7H16Cl6O4.

CARTESIAN COORDINATES (ANGSTROEM)
Cl (0.0174, -1.5454, 0.8061)
Cl (-0.1438, -3.3040, 3.6420)
Cl (-2.6759, -1.7728, 1.5410)
Cl (-1.7275, 0.7491, 0.2419)
Cl (-0.9141, -0.0435, 2.9881)
Cl (-0.8111, -3.8123, 0.1832)
O (-2.7077, 1.3144, -2.1294)
O (-1.4670, 3.7008, -0.6216)
O (1.3397, -0.3768, -0.1960)
O (1.7363, 2.5622, 0.2423)
C (-1.3325, -0.6386, 1.3922)
C (0.6560, -4.4803, 2.4674)
C (-0.9444, 2.4993, -1.1170)
C (1.7067, 1.8423, -0.9455)
C (0.7731, -3.8806, 1.0287)
C (-1.5738, 2.1081, -2.4487)
C (2.2460, 0.4296, -0.7952)
H (0.0619, -5.3940, 2.4539)
H (-0.8325, 1.5262, -2.9963)
H (2.3095, 2.4583, -1.6128)
H (2.5572, 0.1147, -1.7913)
H (0.9289, 3.0778, 0.3042)
H (3.1964, 0.3934, -0.2627)
H (-2.1598, 3.5434, 0.0240)
H (1.5273, -4.3617, 0.4059)
H (0.1063, 2.7713, -1.2179)
H (-3.3988, 1.8235, -1.6995)
H (1.2154, -0.2388, 0.7459)
H (1.6128, -4.7985, 2.8813)
H (-1.9205, 2.9881, -2.9903)
H (0.6435, 1.9258, -1.1711)
H (-1.0116, 1.6336, -0.4582)
H (0.9867, -2.8145, 1.1053)

Its energy above the lowest of the compared OMol25 structures with the same formula, charge and spin is 10.848 eV. Its charge is 0. The HOMO energy is -9.23 eV.

Mulliken population analysis, charges in e, atoms 1 to 2:
1. Cl -0.019
2. Cl -0.168

---

Density functional theory data (ωB97M-V/def2-TZVPD) for 4 unconnected molecules or ions with the total composition C7H16Cl6O4.

CARTESIAN COORDINATES (ANGSTROEM)
Cl (0.1623, -1.8079, 0.8379)
Cl (-0.2529, 0.5977, 2.3669)
Cl (-2.2152, -0.2206, 0.4087)
Cl (-1.8962, -1.7113, 2.8544)
Cl (0.8733, -1.8819, -4.4561)
Cl (3.2357, -2.3914, -1.9898)
O (-2.9148, 0.6908, -2.8158)
O (3.1300, 4.3182, 4.1153)
O (0.4044, 3.7593, 4.8530)
O (-4.1538, -1.5704, -3.7487)
C (-2.1255, -0.4813, -3.0279)
C (-1.0429, -0.7865, 1.6144)
C (-2.8028, -1.3066, -4.0781)
C (2.7918, 3.4618, 5.1950)
C (1.1774, -3.3389, -3.5112)
C (1.5348, -2.9804, -2.0948)
C (1.4641, 2.8103, 4.8983)
H (1.2025, 2.1500, 5.7283)
H (-1.1189, -0.2233, -3.3612)
H (0.4680, 4.2560, 4.0319)
H (-2.0370, -1.0515, -2.0938)
H (0.9299, -2.1308, -1.7878)
H (0.2718, -3.9447, -3.5428)
H (-2.2737, -2.2571, -4.1675)
H (3.7313, 4.9921, 4.4384)
H (-4.4854, -0.7962, -3.2818)
H (2.6508, 4.0519, 6.1072)
H (3.5541, 2.6962, 5.3733)
H (1.9585, -3.9101, -4.0065)
H (1.4302, -3.7811, -1.3704)
H (1.4603, 2.2137, 3.9826)
H (-2.7449, -0.8002, -5.0499)
H (-2.3674, 1.3741, -2.4215)

Its energy above the lowest of the compared OMol25 structures with the same formula, charge and spin is 0.000 eV. Its charge is 0. As for the structure (SMILES): ClC(Cl)(Cl)Cl.ClCCCl.OCCO.OCCO. The HOMO energy is -10.15 eV.

Mulliken population analysis, charges in e, atoms 1 to 2:
1. Cl -0.099
2. Cl -0.082

---

Density functional theory data (ωB97M-V/def2-TZVPD) for a molecular structure, C7H16ClCoI2NO2P.

CARTESIAN COORDINATES (ANGSTROEM)
I (-0.9113, 2.3826, -0.8304)
I (-1.0000, -2.5289, -0.7202)
Co (0.4820, -0.0403, -0.2440)
Cl (2.6590, -0.0814, -0.5519)
P (0.4267, -0.1170, -2.6050)
O (-2.5779, -0.1257, -0.1402)
O (0.3605, -0.1720, 1.7087)
N (-0.2770, 0.2510, 3.8118)
C (-0.4383, 0.4269, 2.5026)
C (0.7879, -0.6612, 4.2674)
C (1.2733, 1.2995, -3.3744)
C (-1.1568, 0.9191, 4.7467)
C (1.2693, -1.5618, -3.3353)
C (-1.2167, -0.1394, -3.4114)
C (-1.4312, -0.3609, -0.3395)
H (1.7546, -0.3084, 3.9185)
H (-1.0562, -0.1339, -4.4975)
H (1.3913, -1.3719, -4.4128)
H (2.2573, 1.4035, -2.9020)
H (0.6922, 2.2169, -3.2207)
H (-1.2503, 1.0922, 2.1942)
H (0.7289, -0.6405, 5.3658)
H (-1.0927, 2.0006, 4.6050)
H (2.2532, -1.6672, -2.8590)
H (-1.7900, 0.7497, -3.1154)
H (0.6861, -2.4784, -3.1804)
H (1.3827, 1.0886, -4.4486)
H (-1.7704, -1.0430, -3.1232)
H (-2.1898, 0.6198, 4.5540)
H (0.6084, -1.6627, 3.8848)
H (-0.8550, 0.6443, 5.7526)

As for the multiplicity: 5. Its charge is +2. The HOMO energy (spin up / spin down) is -16.51 / -16.52 eV.

Mulliken population analysis, charges in e, atoms 1 to 2:
1. I 0.423
2. I 0.302

---

Density functional theory data (ωB97M-V/def2-TZVPD) for a molecular structure, C7H16ClIN2O2PSSc.

CARTESIAN COORDINATES (ANGSTROEM)
I (1.4512, 1.2945, -0.0776)
Sc (-0.4822, -0.3747, 1.7376)
Cl (-2.7023, 0.0622, 1.6280)
S (0.2304, -1.7409, 3.6156)
P (0.1433, 0.6162, -3.0877)
O (1.5380, -1.3865, -2.7383)
O (2.6767, -1.8454, 0.4617)
N (-0.6079, -0.6428, 5.8082)
N (-0.5673, 0.9176, 3.9993)
C (1.6173, -1.5976, 0.8930)
C (-0.3266, -0.3739, 4.5264)
C (-0.1119, -1.8500, -1.0780)
C (1.7497, 1.4301, -3.4297)
C (-1.1553, 1.6939, -2.3721)
C (0.6346, -0.9473, -2.0398)
C (-0.6290, -0.1101, -4.5680)
H (-0.7401, 0.0515, 6.5151)
H (-1.7882, 1.1161, -1.6645)
H (-0.6749, -1.6082, 6.1864)
H (0.1162, 1.3884, 3.3203)
H (-0.7427, 1.6335, 4.7414)
H (-1.7563, 2.1199, -3.2108)
H (-0.6147, -1.2899, -0.1876)
H (-0.7059, 0.6592, -5.3626)
H (1.8969, 2.2950, -2.7653)
H (-0.9240, -2.3616, -1.6231)
H (0.5254, -2.6937, -0.7359)
H (-1.6306, -0.4523, -4.2340)
H (1.8600, 1.7078, -4.4860)
H (2.5266, 0.7086, -3.1585)
H (-0.7241, 2.5518, -1.8355)
H (-0.0789, -0.9977, -4.9245)

Its energy above the lowest of the compared OMol25 structures with the same formula, charge and spin is 0.170 eV. Its charge is +2. The HOMO energy is -15.49 eV.

Mulliken population analysis, charges in e, atoms 1 to 2:
1. I -0.129
2. Sc 0.199

---

Density functional theory data (ωB97M-V/def2-TZVPD) for a molecular structure, C7H16ClIO3PW.

CARTESIAN COORDINATES (ANGSTROEM)
W (-1.5231, -1.8118, -1.8321)
I (1.2129, -0.5454, 2.1895)
Cl (0.4709, -1.5502, -2.6833)
P (-2.9563, -0.2106, -2.3060)
O (3.6972, 1.7380, 2.2837)
O (0.6284, 2.2077, 1.8825)
O (-1.9954, -1.0869, 1.1526)
C (-3.0357, 1.2322, -3.3700)
C (-4.5351, -0.1114, -1.3833)
C (4.4626, 0.5599, 2.4815)
C (-3.1622, -1.8049, -3.3100)
C (1.5135, 1.3733, -0.1926)
C (1.0190, 1.2425, 1.2210)
C (-1.8211, -1.3998, 0.0258)
H (-4.0054, 1.2522, -3.8841)
H (1.5533, 2.4499, -0.4147)
H (0.9321, 0.8009, -0.9218)
H (-2.9539, -1.5871, -4.3576)
H (-2.2187, 1.2169, -4.0980)
H (-4.1823, -2.1738, -3.1691)
H (2.9011, 1.6719, 2.8368)
H (2.5499, 1.0262, -0.2491)
H (-2.5558, -2.7192, -3.0195)
H (5.1084, 0.4549, 1.5939)
H (5.0953, 0.6837, 3.3767)
H (-2.9209, 2.1405, -2.7618)
H (-4.4396, 0.6889, -0.6213)
H (-4.7754, -1.0545, -0.8582)
H (-5.3380, 0.1328, -2.1095)
H (3.8191, -0.3325, 2.5935)

Its energy above the lowest of the compared OMol25 structures with the same formula, charge and spin is 0.000 eV. As for the multiplicity: 3. Its charge is +3. The HOMO energy (spin up / spin down) is -19.37 / -18.79 eV.

Mulliken population analysis, charges in e, atoms 1 to 2:
1. W 1.003
2. I 0.325

---

Density functional theory data (ωB97M-V/def2-TZVPD) for a molecular structure, C7H16F2N3Pt.

CARTESIAN COORDINATES (ANGSTROEM)
Pt (0.5330, 0.0828, 1.5340)
F (-1.6137, -1.0174, 2.9511)
F (-1.2458, 1.0686, 3.5463)
N (-0.5175, -1.3942, 0.2333)
N (1.8432, 0.0862, -0.3010)
N (-0.5584, 1.4344, 0.1169)
C (1.4645, -1.0390, -1.1947)
C (1.7038, 1.4230, -0.9132)
C (-1.5260, -0.7229, -0.6221)
C (-1.8151, 0.7003, -0.1530)
C (0.5750, -2.0656, -0.4961)
C (0.2294, 1.7770, -1.0898)
C (-0.6107, -0.0878, 3.1946)
H (-2.4578, -1.2881, -0.6140)
H (2.7972, -0.0373, 0.0156)
H (0.9519, -0.6274, -2.0635)
H (-1.1691, -0.7322, -1.6517)
H (2.2106, 1.4821, -1.8806)
H (2.1805, 2.1357, -0.2399)
H (0.1857, -2.7704, -1.2364)
H (-2.3747, 0.6767, 0.7821)
H (-0.7808, 2.2731, 0.6415)
H (-0.1961, 1.2408, -1.9375)
H (-0.9745, -2.0364, 0.8710)
H (-2.4208, 1.2182, -0.9020)
H (0.1323, 2.8393, -1.3136)
H (-0.0518, -0.4458, 4.0648)
H (1.1519, -2.6326, 0.2351)
H (2.3537, -1.5411, -1.5771)

As for the multiplicity: 3. Its charge is +1. The HOMO energy (spin up / spin down) is -11.41 / -13.21 eV.

Mulliken population analysis, charges in e, atoms 1 to 2:
1. Pt 0.525
2. F -0.267

---

Density functional theory data (ωB97M-V/def2-TZVPD) for C7H16F3O3P3Si in the gas phase.

CARTESIAN COORDINATES (ANGSTROEM)
P (1.6663, 1.2499, -1.0832)
P (-0.4817, -1.2760, 0.6305)
P (0.9412, -2.9105, 0.6016)
Si (-0.1455, -0.0452, -1.2180)
F (-4.5131, 0.4271, 1.8502)
F (-3.5726, -0.8403, -1.2503)
F (-5.8575, -0.4266, 0.3559)
O (2.3040, -2.2440, 1.1243)
O (0.4732, -4.0465, 1.3960)
O (1.2140, -3.3837, -0.9068)
C (-4.6439, 0.0060, 0.6068)
C (2.2503, 1.3856, 1.7752)
C (1.4916, 2.0243, 0.6012)
C (-1.6399, 1.1077, -1.4236)
C (-2.6011, 1.1735, -0.2287)
C (3.1078, 0.0860, -1.1364)
C (-3.6446, 0.0850, -0.2680)
H (-3.1371, 2.1237, -0.2523)
H (2.1924, -1.2824, 1.1742)
H (1.6010, 0.7525, 2.3830)
H (-1.7263, -1.8997, 0.4473)
H (-2.1621, 0.8942, -2.3550)
H (2.5876, 2.1752, 2.4501)
H (-2.0772, 1.1216, 0.7299)
H (0.4257, 1.9890, 0.8407)
H (3.1470, 0.8376, 1.4915)
H (1.9546, -2.9258, -1.3226)
H (0.0100, -0.8888, -2.4277)
H (1.7580, 3.0762, 0.5189)
H (-1.2084, 2.1079, -1.5285)
H (3.6097, -0.1015, -0.1895)
H (2.8246, -0.8688, -1.5796)
H (3.8517, 0.5167, -1.8067)

Its energy above the lowest of the compared OMol25 structures with the same formula, charge and spin is 0.000 eV. Its charge is 0. As for the structure (SMILES): CCP(C)[Si@H](CCC(F)=C(F)F)PP(=O)(O)O. The HOMO energy is -8.82 eV.

Mulliken population analysis, charges in e, atoms 1 to 2:
1. P -0.111
2. P -0.124

---

Number 1: largest force on an atom 7.28 eV/A. Number 2: largest force on an atom 1.16 eV/A. Number 3: largest force on an atom 10.38 eV/A. Number 4: largest force on an atom 0.80 eV/A. Number 5: largest force on an atom 4.84 eV/A. Number 6: largest force on an atom 5.78 eV/A. Number 7: largest force on an atom 7.72 eV/A. Number 8: largest force on an atom 0.34 eV/A. Number 9: largest force on an atom 1.35 eV/A.